(a)
{
  "formula": "CHN2OS",
  "method": "ωB97M-V with the def2-TZVPD basis set",
  "elements": ["C", "N", "N", "O", "S", "H"],
  "positions_angstrom": [[-0.14, -1.44, 1.08], [-0.54, -1.70, 2.13], [0.44, -0.66, 0.25], [0.89, -0.84, -0.89], [-0.84, 2.73, -1.18], [0.19, 1.92, -1.39]],
  "total_charge": -1,
  "homo_ev": [-3.875, -2.771]
}

(b)
{
  "formula": "CHN2OS",
  "method": "ωB97M-V with the def2-TZVPD basis set",
  "elements": ["N", "C", "N", "O", "S", "H"],
  "positions_angstrom": [[3.54, 0.71, 0.24], [2.57, 0.18, -0.13], [1.34, -1.00, -0.66], [1.24, -1.71, 0.33], [-0.12, 0.17, -1.08], [0.55, 0.61, -2.14]],
  "total_charge": -1,
  "smiles": "N#CN([O-])S",
  "homo_ev": [-3.275, -3.276]
}

Most stable: (b)

(a)
{
  "formula": "C3H10OS2",
  "method": "ωB97M-V with the def2-TZVPD basis set",
  "elements": ["C", "C", "S", "S", "C", "H", "H", "H", "H", "H", "H", "H", "H", "H", "H", "O"],
  "positions_angstrom": [[1.93, 1.65, 0.28], [1.84, 0.33, -0.49], [0.20, -0.09, -1.24], [-0.85, -0.06, 1.16], [-1.07, -1.86, 1.10], [2.89, 1.63, 0.82], [1.20, 1.70, 1.09], [1.71, 2.59, -0.23], [2.50, 0.38, -1.36], [2.12, -0.48, 0.18], [-2.13, -2.12, 0.88], [-0.43, -2.49, 0.48], [-1.01, -2.24, 2.13], [-2.94, -0.42, -1.46], [-2.82, 1.09, -1.37], [-3.14, 0.40, -1.95]],
  "s2": 0.755,
  "total_charge": -1,
  "spin_multiplicity": 2,
  "homo_ev": [-1.903, -3.412]
}

(b)
{
  "formula": "C3H10OS2",
  "method": "ωB97M-V with the def2-TZVPD basis set",
  "elements": ["C", "C", "C", "S", "S", "H", "H", "H", "H", "H", "H", "H", "H", "H", "H", "O"],
  "positions_angstrom": [[0.75, 0.05, -1.34], [1.28, 0.92, -2.47], [-0.76, -0.02, -1.26], [-1.55, -0.42, 0.33], [0.16, -1.51, 1.41], [1.25, -0.90, -1.43], [1.22, 0.41, -0.42], [1.06, 0.53, -3.43], [2.35, 0.84, -2.61], [0.99, 1.96, -2.47], [-1.14, 0.96, -1.56], [-1.05, -0.67, -2.08], [0.66, -0.39, 1.94], [1.75, 1.71, 1.37], [0.69, 2.66, 0.65], [1.02, 2.31, 1.46]],
  "s2": 0.754,
  "total_charge": -1,
  "spin_multiplicity": 2,
  "homo_ev": [-0.477, -3.538]
}

Most stable: (a)

(a)
{
  "formula": "C6H9O2",
  "method": "ωB97M-V with the def2-TZVPD basis set",
  "elements": ["C", "C", "C", "C", "H", "H", "H", "H", "H", "H", "O", "O", "C", "C", "H", "H", "H"],
  "positions_angstrom": [[0.95, -1.79, 0.92], [1.75, -2.22, 1.73], [-0.01, -1.28, -0.06], [2.71, -2.73, 2.71], [0.02, -1.88, -0.98], [0.23, -0.23, -0.32], [-1.03, -1.31, 0.36], [3.21, -3.64, 2.32], [3.48, -1.97, 2.93], [2.20, -3.00, 3.65], [-1.84, 1.12, -2.46], [-0.23, 2.35, -1.43], [-1.37, 2.17, -1.94], [-2.34, 3.38, -1.88], [-2.91, 3.33, -0.93], [-1.79, 4.33, -1.91], [-3.05, 3.36, -2.72]],
  "total_charge": -1,
  "homo_ev": -3.978
}

(b)
{
  "formula": "C6H9O2",
  "method": "ωB97M-V with the def2-TZVPD basis set",
  "elements": ["C", "C", "C", "C", "C", "C", "O", "O", "H", "H", "H", "H", "H", "H", "H", "H", "H"],
  "positions_angstrom": [[-0.46, 1.31, -2.01], [0.05, 0.52, -1.07], [0.78, -0.77, -1.44], [0.08, 0.66, 0.44], [-0.63, -0.45, 1.21], [-0.05, -0.57, 2.61], [1.15, -0.23, 2.75], [-0.75, -1.18, 3.46], [-1.06, 2.17, -1.73], [-0.32, 1.15, -3.05], [0.31, -1.63, -0.92], [1.86, -0.55, -1.31], [0.46, -1.06, -2.44], [1.20, 0.60, 0.74], [-0.26, 1.68, 0.60], [-1.68, -0.22, 1.39], [-0.67, -1.43, 0.77]],
  "total_charge": -1,
  "smiles": "C=C(C)CCC(=O)[O-]",
  "homo_ev": -3.910
}

Most stable: (b)

(a)
{
  "formula": "H52O26",
  "method": "ωB97M-V with the def2-TZVPD basis set",
  "elements": ["O", "H", "H", "O", "H", "H", "O", "H", "H", "O", "H", "H", "O", "H", "H", "O", "H", "H", "O", "H", "H", "O", "H", "H", "O", "H", "H", "O", "H", "H", "O", "H", "H", "O", "H", "H", "O", "H", "H", "O", "H", "H", "O", "H", "H", "O", "H", "H", "O", "H", "H", "O", "H", "H", "O", "H", "H", "O", "H", "H", "O", "H", "H", "O", "H", "H", "O", "H", "H", "O", "H", "H", "O", "H", "H", "O", "H", "H"],
  "positions_angstrom": [[-1.17, 4.40, 0.11], [-0.41, 4.09, 0.57], [-1.86, 4.72, 0.71], [3.92, 0.06, -3.13], [3.59, 0.44, -3.97], [3.49, 0.57, -2.43], [0.55, -0.48, -0.92], [0.87, 0.17, -0.26], [-0.42, -0.36, -0.86], [-2.37, 1.21, 1.77], [-3.36, 1.46, 1.79], [-2.12, 1.11, 2.68], [2.52, -2.52, -3.03], [3.20, -1.82, -2.95], [1.96, -2.19, -3.78], [5.72, -3.38, 2.47], [6.08, -3.38, 1.56], [4.72, -3.45, 2.40], [4.66, 0.43, 3.31], [5.47, 0.04, 3.73], [4.96, 1.35, 3.10], [2.75, -0.97, 1.80], [3.18, -1.54, 1.11], [3.49, -0.42, 2.11], [-1.44, -4.24, -1.10], [-1.52, -5.20, -0.94], [-0.59, -4.04, -0.66], [-5.39, 3.18, -0.77], [-4.65, 3.26, -1.43], [-6.31, 3.20, -1.08], [-3.77, 4.71, 1.41], [-4.43, 4.27, 0.90], [-3.98, 4.55, 2.35], [0.97, 1.38, 3.71], [1.58, 1.87, 4.28], [1.06, 0.45, 4.03], [-1.31, -2.39, -3.39], [-1.02, -3.14, -2.81], [-2.14, -2.15, -2.92], [1.41, -3.34, -0.79], [1.83, -3.17, -1.65], [1.22, -2.43, -0.48], [-2.09, 0.13, -0.73], [-2.09, 0.26, 0.23], [-2.22, 1.02, -1.11], [-4.94, 1.60, 1.39], [-5.33, 0.73, 1.32], [-5.29, 2.15, 0.66], [-0.11, 0.25, -3.85], [0.26, -0.01, -3.01], [-0.74, -0.43, -4.07], [-3.43, -1.87, -1.75], [-3.11, -2.67, -1.33], [-2.97, -1.06, -1.30], [-0.28, 3.08, -3.87], [-0.39, 2.05, -4.00], [-0.23, 3.47, -4.73], [-2.57, 2.90, -1.71], [-2.11, 3.37, -0.97], [-1.97, 2.93, -2.47], [1.68, 2.51, -1.66], [1.15, 2.44, -0.87], [1.01, 2.62, -2.36], [0.77, -1.49, 3.52], [1.28, -1.43, 2.66], [1.10, -2.26, 4.00], [0.39, 1.69, 0.97], [-0.55, 1.48, 1.14], [0.73, 1.46, 1.90], [6.66, -1.10, 4.04], [7.10, -1.78, 4.61], [6.11, -1.72, 3.46], [3.16, -4.16, 1.35], [2.53, -4.50, 1.99], [2.65, -3.80, 0.54], [-5.62, -1.24, 0.13], [-6.53, -1.54, -0.09], [-4.98, -1.40, -0.57]],
  "homo_ev": -10.538
}

(b)
{
  "formula": "H52O26",
  "method": "ωB97M-V with the def2-TZVPD basis set",
  "elements": ["O", "H", "H", "O", "H", "H", "O", "H", "H", "O", "H", "H", "O", "H", "H", "O", "H", "H", "O", "H", "H", "O", "H", "H", "O", "H", "H", "O", "H", "H", "O", "H", "H", "O", "H", "H", "O", "H", "H", "O", "H", "H", "O", "H", "H", "O", "H", "H", "O", "H", "H", "O", "H", "H", "O", "H", "H", "O", "H", "H", "O", "H", "H", "O", "H", "H", "O", "H", "H", "O", "H", "H", "O", "H", "H", "O", "H", "H"],
  "positions_angstrom": [[4.30, -0.95, -0.12], [5.22, -1.02, -0.35], [4.22, -0.08, 0.29], [0.08, -0.09, -5.88], [-0.31, 0.46, -5.21], [-0.60, -0.72, -6.11], [3.91, -0.43, -2.99], [3.83, 0.18, -2.26], [3.83, -1.29, -2.59], [1.22, -3.94, -3.06], [1.60, -3.56, -2.27], [1.78, -4.69, -3.26], [-0.05, -1.13, 5.58], [0.18, -0.49, 6.26], [-0.29, -1.92, 6.06], [0.62, 4.83, 3.99], [0.88, 4.11, 3.42], [0.21, 4.41, 4.75], [4.20, 3.18, -1.38], [4.43, 3.97, -0.89], [3.78, 2.61, -0.74], [-2.84, -0.85, 0.14], [-3.77, -0.89, 0.38], [-2.74, -1.52, -0.54], [-0.13, -0.10, 2.82], [-1.08, 0.01, 2.84], [0.07, -0.57, 3.63], [1.37, 2.44, 2.96], [2.03, 2.08, 3.54], [0.65, 1.80, 2.99], [-4.27, 0.83, -1.76], [-3.47, 0.51, -1.34], [-3.96, 1.42, -2.45], [1.11, -4.52, -0.19], [1.34, -5.00, 0.61], [1.83, -3.89, -0.31], [-3.83, 2.98, 0.35], [-3.48, 2.69, -0.49], [-3.23, 3.68, 0.63], [-4.04, -3.17, -1.15], [-3.66, -3.94, -1.58], [-4.22, -3.47, -0.25], [3.64, 1.72, 0.76], [2.81, 2.02, 1.13], [4.29, 1.89, 1.43], [-3.08, -0.31, 3.14], [-3.05, -0.54, 2.21], [-3.47, -1.08, 3.56], [-2.58, -4.64, -2.78], [-1.88, -4.03, -3.02], [-2.23, -5.50, -3.00], [-3.51, 1.32, 5.38], [-3.46, 0.69, 6.10], [-3.21, 0.83, 4.61], [-2.21, -0.28, -3.31], [-2.69, -1.06, -3.58], [-2.53, 0.41, -3.88], [0.37, -0.02, 0.06], [-0.29, -0.43, -0.50], [0.04, -0.15, 0.95], [2.28, -2.32, -1.26], [2.85, -1.70, -0.79], [1.59, -1.77, -1.63], [2.74, 0.57, 5.48], [2.16, 0.81, 6.20], [2.49, -0.33, 5.26], [-1.91, 2.48, -1.51], [-1.89, 1.67, -2.01], [-1.04, 2.55, -1.13], [1.09, -2.66, -5.36], [0.84, -1.74, -5.25], [1.03, -3.03, -4.48], [0.67, 2.57, -0.39], [1.03, 2.93, 0.42], [0.68, 1.63, -0.26], [0.86, 4.61, -2.44], [0.89, 4.07, -1.65], [-0.04, 4.91, -2.49]],
  "homo_ev": -9.977
}

(c)
{
  "formula": "H52O26",
  "method": "ωB97M-V with the def2-TZVPD basis set",
  "elements": ["O", "H", "H", "O", "H", "H", "O", "H", "H", "O", "H", "H", "O", "H", "H", "O", "H", "H", "O", "H", "H", "O", "H", "H", "O", "H", "H", "O", "H", "H", "O", "H", "H", "O", "H", "H", "O", "H", "H", "O", "H", "H", "O", "H", "H", "O", "H", "H", "O", "H", "H", "O", "H", "H", "O", "H", "H", "O", "H", "H", "O", "H", "H", "O", "H", "H", "O", "H", "H", "O", "H", "H", "O", "H", "H", "O", "H", "H"],
  "positions_angstrom": [[7.75, 4.21, -17.03], [6.81, 4.42, -17.05], [7.79, 3.26, -16.99], [12.68, -2.77, -10.05], [12.61, -2.93, -10.99], [12.09, -2.03, -9.89], [9.68, -3.74, -12.52], [8.75, -3.95, -12.48], [10.01, -3.92, -11.64], [12.94, 2.25, -18.19], [12.00, 2.42, -18.24], [13.34, 3.02, -18.59], [11.08, 1.02, -8.36], [10.14, 0.88, -8.29], [11.25, 1.04, -9.30], [9.00, -3.14, -9.64], [9.00, -2.22, -9.88], [8.10, -3.32, -9.37], [8.43, 3.73, -13.46], [7.56, 3.51, -13.13], [8.50, 4.68, -13.35], [10.36, -3.92, -17.58], [10.39, -4.85, -17.35], [9.69, -3.55, -17.00], [12.13, -5.61, -13.23], [11.67, -6.18, -12.61], [11.43, -5.11, -13.65], [11.16, 3.40, -11.35], [10.34, 3.47, -10.85], [11.46, 2.51, -11.18], [10.80, 4.06, -16.48], [10.10, 3.55, -16.06], [10.41, 4.37, -17.29], [8.23, -3.26, -15.95], [7.34, -2.93, -16.12], [8.18, -3.63, -15.07], [11.58, 0.72, -11.03], [12.51, 0.51, -11.12], [11.24, 0.69, -11.92], [9.67, 0.85, -17.85], [8.87, 0.57, -18.28], [9.40, 1.06, -16.95], [6.96, -0.26, -14.13], [6.82, -1.11, -13.73], [6.11, 0.18, -14.05], [13.39, 1.90, -15.57], [13.27, 2.39, -16.38], [12.54, 1.52, -15.38], [12.78, -2.38, -18.14], [13.33, -3.15, -18.22], [11.88, -2.72, -18.14], [8.53, -0.47, -10.39], [7.58, -0.36, -10.44], [8.89, 0.20, -10.97], [13.58, 3.42, -13.23], [13.32, 2.70, -13.80], [14.49, 3.60, -13.47], [8.76, 1.36, -15.29], [8.38, 2.17, -14.96], [8.05, 0.73, -15.26], [6.35, 1.08, -17.36], [6.79, 0.48, -17.97], [5.48, 0.69, -17.23], [14.09, 0.13, -11.75], [14.91, 0.00, -12.23], [13.64, -0.71, -11.81], [12.68, -2.43, -12.83], [11.85, -2.55, -13.28], [13.34, -2.70, -13.47], [10.77, -1.91, -15.54], [11.22, -2.41, -16.22], [9.84, -2.05, -15.72], [11.07, 4.81, -13.93], [11.29, 4.66, -14.85], [10.29, 4.27, -13.78], [10.78, 0.26, -13.65], [10.10, 0.59, -14.24], [10.91, -0.65, -13.92]],
  "homo_ev": -8.789
}

Most stable: (a)